[1]
Density functional theory data (wB97M-V/def2-TZVPD) for an isolated molecule of C10H14N2O2.

Properties
<S²>: 2.03
HOMO energy (spin up / spin down): -6.48 / -10.10 eV
HOMO-LUMO gap (spin up / spin down): 7.045 / 7.315 eV
2S+1: 3

Each line ends with the Löwdin charge.
Geometry (Å):
C -1.64767 -0.86009 0.23250  -0.024
C -0.03547 3.10592 -0.21803  -0.149
H 0.60584 -1.63553 1.07318  0.098
C -0.26998 -0.39546 -0.34900  -0.587
C 0.33823 0.93920 1.88578  -0.004
H -1.72771 2.00889 0.04730  0.132
C 0.16752 0.88968 0.21652  -0.445
H 1.83918 -0.38476 2.47588  0.079
H -0.37507 1.68329 2.35841  0.144
H 2.38509 0.99220 -0.24970  0.151
C 0.32042 0.30922 4.40341  -0.578
H -2.36652 0.04443 0.09757  0.101
O -0.74312 0.85172 4.38767  0.117
H -1.94033 -1.81912 -0.15225  0.073
H -1.37263 -0.10697 -2.18253  0.073
H -1.59383 -0.92444 1.40078  0.115
H 0.18812 -1.15959 -2.31215  0.111
H 0.34685 0.72204 -2.14723  0.109
C -0.32136 -0.18355 -1.89279  -0.021
H 1.79097 -1.17320 -0.28498  0.083
C 1.02793 0.21572 2.71012  0.080
H -0.48146 4.01413 -0.29853  0.090
O 1.16215 -0.21604 5.06962  0.180
H 0.33313 -2.46369 -0.53474  0.122
N 1.26753 2.88292 -0.22934  0.087
C 1.40711 1.56609 -0.05144  -0.144
C 0.76029 -1.48082 -0.07632  -0.061
N -0.73966 1.95777 0.03469  0.069

***

[2]
Density functional theory data (wB97M-V/def2-TZVPD) for the ion C10H14N3O with charge +1.

Properties
Total charge: +1
HOMO energy: -12.39 eV
HOMO-LUMO gap: 8.160 eV
2S+1: 1
SMILES: C/C=N/[C@@H](N)/[NH+]=C/c1ccc(O)cc1

Each line ends with the Löwdin charge.
Geometry (Å):
N -1.99591 1.29821 -1.77355  0.088
H -1.52952 -0.20526 0.67228  0.192
H 4.54929 -1.70562 3.21181  0.169
H -0.58768 -0.29467 2.71233  0.113
C 2.64632 -1.96111 1.37967  0.000
C -1.32197 2.27878 -1.36152  -0.236
C 0.34608 -0.69076 2.40455  0.001
C -0.64804 -0.77391 0.14908  -0.022
H -2.28028 3.81571 -0.40879  0.117
H -2.08348 -1.32497 -3.45879  0.122
H 1.66477 -0.44109 4.14648  0.130
H -1.05696 4.23666 -1.75237  0.088
C 2.62121 -1.52758 2.74014  -0.276
N -0.63166 -0.56288 -1.08409  0.098
C 1.60896 -1.69487 0.57135  -0.019
H -2.83451 3.48509 -2.06140  0.095
C 0.41968 -1.07336 1.05133  -0.197
N -1.33936 -0.61829 -3.24989  0.098
H 0.07077 -0.83334 -1.74558  0.144
H -1.35793 0.21252 -3.84078  0.099
H 1.66395 -1.99531 -0.49123  0.132
C 1.43543 -0.89498 3.19625  0.017
H -0.34839 2.40904 -0.91575  0.119
O 3.63719 -1.55204 3.59708  0.099
C -1.90982 3.61790 -1.46939  -0.066
C -1.74775 -0.10511 -1.95368  -0.397
H -2.55344 -0.59559 -1.37690  0.156
H 3.56307 -2.50317 1.11136  0.134

***

[3]
Density functional theory data (wB97M-V/def2-TZVPD) for a structure of composition C10H14N3OP.

Properties
<S²>: 2.03
HOMO energy (spin up / spin down): -5.28 / -8.62 eV
HOMO-LUMO gap (spin up / spin down): 5.892 / 6.164 eV
2S+1: 3

Each line ends with the Löwdin charge.
Geometry (Å):
H 2.45013 1.42884 0.24550  0.051
H -0.95204 -2.74844 0.43341  0.044
C -0.68520 2.61468 0.03051  -0.033
N -3.73644 -0.89279 0.00286  0.078
H -2.02705 -3.20698 -0.85459  0.095
C -3.74577 0.42338 -0.07976  -0.116
C -1.98827 2.25101 -0.01990  -0.095
H -0.31428 3.62043 -0.18326  0.116
O 1.11539 -2.39457 -0.03766  -0.395
P 1.54804 -0.96894 -0.08846  0.611
C -1.65897 -0.13417 0.16018  -0.022
H 2.74394 -1.22746 -2.22910  0.059
H -4.70362 1.05237 -0.15641  0.144
C 0.42710 1.69007 0.01460  -0.390
C -2.00815 -2.69062 0.14128  0.024
H 2.46214 0.50880 -1.88848  0.016
C 2.64160 -0.86077 1.39226  -0.174
C 0.19391 0.31159 0.04143  -0.020
C -2.48342 0.97837 0.00888  -0.269
H 2.16704 -0.36778 2.19059  0.022
C 2.68498 -0.43638 -1.45314  -0.182
H 2.72148 -1.97330 1.63767  0.082
H -2.77741 3.00959 0.24394  0.130
H -2.70869 -3.29317 0.73155  0.079
H 3.50589 -0.24064 1.09504  0.034
N -2.41539 -1.20186 0.14247  -0.131
H 2.06861 2.83014 -0.62178  0.118
H 3.74063 -0.27183 -1.04419  0.067
N 1.73382 2.19046 0.14456  0.058

***

[4]
Density functional theory data (wB97M-V/def2-TZVPD) for the ion C10H14N5 with charge +1.

Properties
Total charge: +1
HOMO energy: -12.32 eV
HOMO-LUMO gap: 9.470 eV
2S+1: 1
SMILES: NC1=CC(=[NH2+])N[C@@](N)(c2ccccc2)N1

Each line ends with the Löwdin charge.
Geometry (Å):
C 1.53815 0.45095 3.47231  -0.037
C 2.67968 1.07506 2.97328  -0.078
H -2.19414 2.61152 -1.75724  0.186
C 2.90960 1.20177 1.61271  -0.044
C 1.77624 0.93335 0.81487  -0.029
C -1.40200 0.65531 -1.74032  -0.419
H -2.00962 -1.47420 0.78536  0.146
C -0.33503 -0.32613 0.28356  -0.460
N -2.21215 1.60742 -2.25701  0.138
N -0.44942 -2.68815 -2.45526  0.152
C 0.67213 0.18291 1.27082  -0.201
H -1.27864 -2.89808 -3.06432  0.139
H 3.73641 1.80863 1.29900  0.107
C -1.51186 -0.64462 -2.15312  -0.015
H 1.57458 0.22621 4.50806  0.101
C 0.71840 -0.22657 2.55013  -0.037
H 3.33291 1.60962 3.64601  0.112
N -0.71024 1.03578 -0.66593  0.152
H -2.18415 -0.99776 -3.01062  0.155
C -0.57430 -1.53753 -1.70790  -0.323
N 0.14334 -1.29306 -0.57829  0.188
H -1.89811 0.14963 1.42881  0.130
H -0.14487 -0.80396 2.91294  0.124
H -2.78129 1.47162 -3.11342  0.132
H -0.77887 1.99374 -0.28711  0.154
H 1.91352 1.01680 -0.26985  0.114
N -1.56872 -0.54363 0.76860  0.133
H 1.04605 -1.65895 -0.58569  0.153
H 0.10139 -3.48482 -2.09940  0.129

***

[5]
Density functional theory data (wB97M-V/def2-TZVPD) for an isolated molecule of C10H14N6O3.

Properties
HOMO energy: -7.85 eV
HOMO-LUMO gap: 8.276 eV
2S+1: 1
SMILES: Nc1ncnc2c1ncn2[C@H]1O[C@@H](CO)[C@H](O)[C@@H]1N

Each line ends with the Löwdin charge.
Geometry (Å):
H 5.11921 -1.80607 0.24869  0.011
N 0.49830 -1.30414 0.19588  0.041
C -2.16440 0.43864 1.12171  -0.429
H -2.84023 -1.12324 -1.99026  0.007
H 2.43056 2.49097 -0.61520  0.081
C 2.56466 -1.04706 0.09503  -0.251
N 1.31818 1.13009 -0.40260  0.195
C 3.62723 -0.30177 0.02737  -0.295
C -0.94367 -1.24465 -0.17286  0.043
H -4.13812 0.47544 -1.41934  0.184
N 3.50524 0.92959 -0.25094  0.162
N 2.38776 -2.43316 0.19266  0.154
C -2.44889 0.77098 -0.43320  -0.163
O -1.50080 -0.54068 1.16506  -0.019
H -3.01948 0.40189 1.82673  0.166
C 1.06909 -2.50976 0.11458  -0.153
C -1.49405 -0.22321 -1.39839  -0.289
N -2.07047 -0.83888 -2.29159  0.109
H -1.48918 -2.14465 -0.17963  0.130
H -0.54123 0.43668 -1.28545  0.155
H -0.27189 1.71976 1.06187  0.049
O -1.73222 2.86554 1.74274  -0.063
H 0.52467 -3.64860 0.30580  0.212
C -1.16199 1.68888 1.51294  -0.249
H -2.20138 -0.32252 -3.12779  0.128
O -3.74494 0.16455 -0.44098  -0.080
C 1.45316 -0.35276 -0.01517  -0.079
C 2.43151 1.55578 -0.36527  -0.360
N 4.94051 -0.90332 0.25335  0.186
H -2.56852 3.01487 2.31303  0.158
H 5.76484 -0.32779 0.14216  0.094
H -0.96053 1.30511 2.53846  0.123
H -2.34297 1.68348 -0.46939  0.044

***

[6]
Density functional theory data (wB97M-V/def2-TZVPD) for an isolated molecule of C10H14O2S2.

Properties
HOMO energy: -8.79 eV
HOMO-LUMO gap: 9.378 eV
2S+1: 1

Each line ends with the Löwdin charge.
Geometry (Å):
H 0.40675 -1.75247 0.24315  0.107
C 1.56796 1.01259 1.97302  -0.276
C -2.97840 0.53290 -2.30010  -0.104
H 2.96507 -1.38166 2.24451  0.143
C -2.86804 -0.34625 -3.34565  -0.086
H 2.75758 0.81402 3.94756  0.064
O 1.84801 0.14279 -1.61949  -0.496
H 1.15221 1.43921 4.19100  0.078
H 0.69103 1.50884 1.89421  0.066
H -3.62167 -0.65336 -4.11933  0.124
H -2.10964 1.37371 -0.56250  0.150
H 0.27420 -1.13841 -3.17687  0.069
C 1.96495 1.34021 3.40383  -0.144
C -1.65273 -0.89011 -3.71014  -0.079
H 2.45745 2.41731 3.37512  0.112
H -3.93059 1.01616 -2.03308  0.119
H -0.59650 -0.39964 0.68241  0.041
C -0.75047 0.07431 -1.76094  -0.378
S 0.09741 -0.97419 3.09390  0.825
H 2.26285 1.29927 1.21887  0.104
C -0.58813 -0.75635 -2.87138  -0.049
H -1.57796 -1.55879 -4.53978  0.106
C 0.39361 -0.72028 0.49558  -0.313
H -0.48081 -1.86416 2.27985  -0.118
O 2.30503 -1.28241 1.50958  -0.024
C -1.94343 0.64959 -1.44563  -0.129
S 0.69834 0.56689 -0.81556  0.986
C 1.25592 -0.46975 1.74788  -0.896

***

Across the entries above, strongest force on any atom takes the values 4.826 5.265 7.487 4.217 17.901 4.233 eV/A, respectively.
Across the entries above, energy above the lowest of the compared OMol25 structures with the same formula, charge and spin takes the values 25.4 52.2 6.1 20.1 171.0 29.4 kcal/mol, respectively.
Across the entries above, electronic energy takes the values -17666.011 -17106.365 -26398.029 -18040.680 -25668.974 -36359.828 eV, respectively.